(1)
Here is a molecular structure, C2H3BeLiO2 from the Open Molecules 2025 dataset. Energies are from ωB97M-V/def2-TZVPD.

Calculated values
- Multiplicity: 1
- Energy above the lowest of the compared OMol25 structures with the same formula, charge and spin: 371.95 kJ/mol
- HOMO-LUMO gap (spin up / spin down): 0.237 / 0.198 hartree
- Calculated total energy: -6821.06745 eV
- HOMO level (spin up / spin down): -7.3 / -6.2 eV
- Charge: 0

Last column: Mulliken charge in e.
Element x y z (Å)
H (-1.175, 0.731, -0.809)  0.508
O (-0.365, 0.405, 1.125)  -0.546
C (-0.418, 0.192, -0.215)  -0.398
C (0.411, -0.724, -0.766)  0.192
O (1.315, -1.388, -0.023)  -0.514
Li (-0.976, 0.449, 2.793)  0.603
Be (0.960, -0.511, 1.388)  -0.192
H (-0.037, 1.876, -1.680)  0.015
H (0.286, -1.029, -1.813)  0.330

---

(2)
Here is a molecular structure, C2H3BiFO from the Open Molecules 2025 dataset. Energies are from ωB97M-V/def2-TZVPD.

Calculated values
- Multiplicity: 2
- Energy above the lowest of the compared OMol25 structures with the same formula, charge and spin: 294.64 kJ/mol
- HOMO-LUMO gap (spin up / spin down): 0.196 / 0.335 hartree
- Calculated total energy: -12702.10961 eV
- HOMO level (spin up / spin down): -18.6 / -22.2 eV
- Charge: +2

Last column: Löwdin spin population.
Element x y z (Å)
H (1.131, 0.758, -0.120)  0.005
C (0.502, -0.220, -0.656)  0.021
C (0.010, -0.563, 0.689)  0.071
O (-0.368, 0.543, 1.176)  0.065
H (0.757, -1.102, -1.252)  0.003
F (-0.569, 0.443, -1.277)  0.090
H (0.637, -1.238, 1.289)  0.002
Bi (-2.100, 1.379, 0.150)  0.744

---

(3)
Here is C2H3Br2FO in the gas phase from the Open Molecules 2025 dataset. Energies are from ωB97M-V/def2-TZVPD.

Calculated values
- Multiplicity: 1
- SMILES: O[C@@](F)(Br)CBr
- Energy above the lowest of the compared OMol25 structures with the same formula, charge and spin: 200.64 kJ/mol
- HOMO-LUMO gap: 0.360 hartree
- Calculated total energy: -146970.67835 eV
- HOMO level: -10.4 eV
- Charge: 0

Last column: Mulliken charge in e.
Element x y z (Å)
O (-0.527, -1.298, 0.950)  -0.404
C (-0.606, -0.568, -0.150)  0.625
F (-0.640, -1.358, -1.214)  -0.206
Br (-2.097, 0.803, -0.246)  -0.149
C (0.804, 0.441, -0.267)  -0.903
Br (2.947, 0.480, -0.320)  -0.178
H (-1.292, -1.892, 0.988)  0.352
H (0.569, 0.915, -1.128)  0.484
H (0.688, 1.334, 0.512)  0.378

---

(4)
Here is C2H3Br2N in the gas phase from the Open Molecules 2025 dataset. Energies are from ωB97M-V/def2-TZVPD.

Calculated values
- Multiplicity: 3
- Energy above the lowest of the compared OMol25 structures with the same formula, charge and spin: 210.34 kJ/mol
- HOMO-LUMO gap (spin up / spin down): 0.230 / 0.206 hartree
- Calculated total energy: -143691.35643 eV
- HOMO level (spin up / spin down): -5.5 / -10.0 eV
- Charge: 0

Last column: Löwdin spin population.
Element x y z (Å)
C (-0.646, -0.270, 0.711)  0.094
C (-0.172, -0.967, -0.532)  0.415
N (-0.343, -0.645, 1.858)  0.061
Br (-1.886, 1.268, 0.269)  0.115
Br (1.644, -1.652, -0.635)  1.257
H (-0.157, -0.004, -1.338)  0.050
H (-0.973, -1.801, -0.705)  0.005
H (-0.908, -0.277, 2.533)  0.004

---

(5)
Here is 2 unconnected molecules or ions with the total composition C2H3Br3Si from the Open Molecules 2025 dataset. Energies are from ωB97M-V/def2-TZVPD.

Calculated values
- Multiplicity: 1
- SMILES: [SiH3]Br.BrC#CBr
- Energy above the lowest of the compared OMol25 structures with the same formula, charge and spin: 533.88 kJ/mol
- HOMO-LUMO gap: 0.364 hartree
- Calculated total energy: -220125.03241 eV
- HOMO level: -9.5 eV
- Charge: 0

Last column: Mulliken charge in e.
Element x y z (Å)
Si (0.088, -0.319, -0.508)  0.593
Br (0.823, -2.398, -0.697)  -0.219
H (1.011, 0.363, 0.384)  -0.110
H (-1.350, -0.440, -0.473)  -0.131
H (0.635, 0.453, -1.642)  -0.102
Br (2.123, 3.047, -0.300)  -0.001
C (2.898, 1.406, -0.160)  -0.318
C (3.777, 0.583, 0.060)  0.287
Br (4.685, -0.882, 0.360)  0.000

---

(6)
Here is 2 unconnected molecules or ions with the total composition C2H3BrCl2 from the Open Molecules 2025 dataset. Energies are from ωB97M-V/def2-TZVPD.

Calculated values
- Multiplicity: 1
- SMILES: C=C(Cl)Br.Cl
- Energy above the lowest of the compared OMol25 structures with the same formula, charge and spin: 89.41 kJ/mol
- HOMO-LUMO gap: 0.394 hartree
- Calculated total energy: -97208.70482 eV
- HOMO level: -10.2 eV
- Charge: 0

Last column: Mulliken charge in e.
Element x y z (Å)
C (-0.849, 0.000, 0.427)  -0.811
C (0.250, -0.596, 0.581)  0.118
Cl (0.610, -2.248, 0.143)  -0.133
Br (1.706, 0.297, 1.401)  -0.022
H (-1.028, 1.005, 0.663)  0.500
H (-1.609, -0.388, -0.247)  0.327
Cl (0.790, 0.834, -2.064)  -0.267
H (0.130, 1.095, -0.904)  0.289

---

(7)
Here is 2 unconnected molecules or ions with the total composition C2H3BrFN from the Open Molecules 2025 dataset. Energies are from ωB97M-V/def2-TZVPD.

Calculated values
- Multiplicity: 1
- SMILES: FC1=NC1.Br
- Energy above the lowest of the compared OMol25 structures with the same formula, charge and spin: 100.03 kJ/mol
- HOMO-LUMO gap: 0.424 hartree
- Calculated total energy: -76369.91299 eV
- HOMO level: -10.8 eV
- Charge: 0

Last column: Mulliken charge in e.
Element x y z (Å)
F (0.752, -2.117, -0.114)  -0.209
C (0.943, -0.847, 0.102)  0.519
N (0.406, 0.209, 0.537)  -0.357
C (1.851, 0.267, -0.017)  -0.306
H (2.696, 0.598, 0.721)  0.175
H (2.049, 0.865, -0.938)  0.183
Br (-4.059, -0.143, 0.007)  -0.204
H (-4.639, 1.166, -0.298)  0.200

---

(8)
Here is a molecular structure, C2H3BrFNO2 from the Open Molecules 2025 dataset. Energies are from ωB97M-V/def2-TZVPD.

Calculated values
- Multiplicity: 3
- Energy above the lowest of the compared OMol25 structures with the same formula, charge and spin: 78.51 kJ/mol
- HOMO-LUMO gap (spin up / spin down): 0.323 / 0.248 hartree
- Calculated total energy: -80461.05629 eV
- HOMO level (spin up / spin down): -8.2 / -11.1 eV
- Charge: 0

Last column: Löwdin spin population.
Element x y z (Å)
C (0.615, 1.063, -0.308)  0.049
C (0.212, -0.380, -0.198)  0.494
N (-1.213, -0.742, 0.068)  0.060
O (-1.819, 0.168, 0.556)  0.099
O (-1.602, -1.857, -0.175)  0.074
F (0.843, -1.276, -0.882)  0.110
Br (0.850, -0.995, 2.095)  1.082
H (1.469, 1.068, -1.093)  0.001
H (-0.157, 1.566, -0.790)  0.010
H (0.803, 1.386, 0.727)  0.022

---

(9)
Here is C2H3BrINO2 in the gas phase from the Open Molecules 2025 dataset. Energies are from ωB97M-V/def2-TZVPD.

Calculated values
- Multiplicity: 1
- SMILES: O=[N+]([O-])[C@@H](Br)CI
- Energy above the lowest of the compared OMol25 structures with the same formula, charge and spin: 0.22 kJ/mol
- HOMO-LUMO gap: 0.361 hartree
- Calculated total energy: -85847.23938 eV
- HOMO level: -10.1 eV
- Charge: 0

Last column: Mulliken charge in e.
Element x y z (Å)
O (-2.654, 0.780, -1.058)  -0.554
N (-1.877, 0.507, -0.201)  0.939
O (-2.102, -0.008, 0.837)  -0.539
C (-0.411, 0.895, -0.411)  -0.286
Br (-0.303, 2.774, 0.097)  -0.055
C (0.568, -0.220, 0.258)  -0.794
I (2.544, 0.349, -0.079)  0.129
H (-0.368, 0.727, -1.537)  0.390
H (0.254, -0.377, 1.352)  0.387
H (0.283, -1.204, -0.273)  0.382

---

(10)
Here is a gas-phase ion, C2H3BrN (charge +1) from the Open Molecules 2025 dataset. Energies are from ωB97M-V/def2-TZVPD.

Calculated values
- Multiplicity: 1
- SMILES: [NH3+]C#CBr
- Energy above the lowest of the compared OMol25 structures with the same formula, charge and spin: 404.57 kJ/mol
- HOMO-LUMO gap (spin up / spin down): 0.270 / 0.265 hartree
- Calculated total energy: -73640.49173 eV
- HOMO level (spin up / spin down): -13.7 / -13.6 eV
- Charge: +1

Last column: Mulliken charge in e.
Element x y z (Å)
N (-1.068, -0.202, 0.081)  -0.277
C (0.232, 0.139, 0.592)  -0.198
C (1.635, 0.298, -0.319)  0.064
Br (3.373, 0.427, -0.132)  0.243
H (-1.273, 0.603, -0.415)  0.373
H (-1.772, -0.305, 0.871)  0.409
H (-1.127, -0.959, -0.678)  0.386

---

(11)
Here is 2 unconnected molecules or ions with the total composition C2H3BrN2O from the Open Molecules 2025 dataset. Energies are from ωB97M-V/def2-TZVPD.

Calculated values
- Multiplicity: 1
- Energy above the lowest of the compared OMol25 structures with the same formula, charge and spin: 305.15 kJ/mol
- HOMO-LUMO gap (spin up / spin down): 0.275 / 0.275 hartree
- Calculated total energy: -77187.41700 eV
- HOMO level (spin up / spin down): -8.2 / -8.2 eV
- Charge: 0

Last column: Mulliken charge in e.
Element x y z (Å)
C (0.653, 1.370, -0.199)  0.267
C (-0.927, -0.245, 0.475)  -0.530
N (0.939, -1.281, -0.001)  -0.608
N (-0.261, -1.060, -0.255)  -0.059
O (1.666, 0.803, -0.298)  -0.222
Br (-2.724, 0.241, 0.149)  -0.139
H (-0.045, 2.144, -0.508)  0.352
H (-0.472, -0.034, 1.386)  0.696
H (1.170, -1.938, -0.748)  0.242

---

(12)
Here is C2H3BrN2S in the gas phase from the Open Molecules 2025 dataset. Energies are from ωB97M-V/def2-TZVPD.

Calculated values
- Multiplicity: 1
- Energy above the lowest of the compared OMol25 structures with the same formula, charge and spin: 296.45 kJ/mol
- HOMO-LUMO gap: 0.283 hartree
- Calculated total energy: -85976.91662 eV
- HOMO level: -8.5 eV
- Charge: 0

Last column: Mulliken charge in e.
Element x y z (Å)
C (0.135, -1.152, -0.156)  -0.181
C (0.724, 0.079, -0.563)  -0.137
N (-1.054, -1.265, 0.322)  -0.340
N (-0.965, 1.194, -0.040)  -0.517
S (-1.889, 0.062, 0.703)  0.258
Br (2.539, 0.208, 0.323)  -0.164
H (0.778, -1.905, 0.232)  0.365
H (0.599, 0.765, -1.355)  0.479
H (-0.867, 2.014, 0.533)  0.237

---

(13)
Here is 2 unconnected molecules or ions with the total composition C2H3BrNO from the Open Molecules 2025 dataset. Energies are from ωB97M-V/def2-TZVPD.

Calculated values
- Multiplicity: 1
- Energy above the lowest of the compared OMol25 structures with the same formula, charge and spin: 123.24 kJ/mol
- HOMO-LUMO gap: 0.287 hartree
- Calculated total energy: -75700.81771 eV
- HOMO level: -3.8 eV
- Charge: -1

Last column: Mulliken charge in e.
Element x y z (Å)
C (-0.519, 0.534, 0.467)  -0.269
C (0.011, -0.026, -0.799)  -0.249
N (-0.596, -0.832, -0.035)  0.389
O (-1.074, -1.945, 0.230)  -0.742
Br (2.838, 0.325, 0.060)  -0.876
H (0.162, 0.736, 1.288)  0.209
H (-1.422, 1.140, 0.463)  0.190
H (0.600, 0.069, -1.674)  0.348

---

(14)
Here is 2 unconnected molecules or ions with the total composition C2H3BrO from the Open Molecules 2025 dataset. Energies are from ωB97M-V/def2-TZVPD.

Calculated values
- Multiplicity: 1
- Energy above the lowest of the compared OMol25 structures with the same formula, charge and spin: 414.22 kJ/mol
- HOMO-LUMO gap: 0.246 hartree
- Calculated total energy: -74208.11991 eV
- HOMO level: -7.5 eV
- Charge: 0

Last column: Mulliken charge in e.
Element x y z (Å)
C (-0.123, 1.204, -1.520)  0.132
C (-0.156, -0.572, 0.720)  -0.656
O (-0.356, 2.351, -1.476)  -0.293
Br (-0.453, -2.156, -0.192)  -0.074
H (0.145, 0.542, -2.347)  0.245
H (0.830, -0.411, 1.100)  0.326
H (-1.009, -0.151, 1.219)  0.320

---

(15)
Here is a molecular structure, C2H3BrO from the Open Molecules 2025 dataset. Energies are from ωB97M-V/def2-TZVPD.

Calculated values
- Multiplicity: 1
- Energy above the lowest of the compared OMol25 structures with the same formula, charge and spin: 536.51 kJ/mol
- HOMO-LUMO gap (spin up / spin down): 0.297 / 0.297 hartree
- Calculated total energy: -74206.85247 eV
- HOMO level (spin up / spin down): -9.4 / -9.4 eV
- Charge: 0

Last column: Mulliken charge in e.
Element x y z (Å)
C (-0.605, -0.010, -0.286)  0.287
C (0.707, -0.005, 0.334)  -0.639
O (-2.018, -0.575, 0.747)  -0.540
Br (-1.116, 0.498, -1.921)  0.076
H (1.124, 0.961, -0.100)  0.288
H (1.263, -0.823, -0.159)  0.274
H (0.645, -0.045, 1.385)  0.253

---

(16)
Here is C2H3BrO2 in the gas phase from the Open Molecules 2025 dataset. Energies are from ωB97M-V/def2-TZVPD.

Calculated values
- Multiplicity: 1
- Energy above the lowest of the compared OMol25 structures with the same formula, charge and spin: 415.80 kJ/mol
- HOMO-LUMO gap (spin up / spin down): 0.293 / 0.285 hartree
- Calculated total energy: -76255.96800 eV
- HOMO level (spin up / spin down): -8.8 / -8.7 eV
- Charge: 0

Last column: Mulliken charge in e.
Element x y z (Å)
C (0.136, -0.838, -0.553)  -0.226
C (-0.301, 0.149, 0.551)  0.308
O (1.142, -0.167, -1.087)  -0.579
O (-1.065, 1.101, 0.274)  -0.370
Br (1.014, 0.344, 1.868)  -0.044
H (0.574, -1.797, -0.095)  0.257
H (-0.618, -0.829, -1.255)  0.252
H (-0.882, 2.037, 0.297)  0.402

---

(17)
Here is a molecular structure, C2H3BrO2 from the Open Molecules 2025 dataset. Energies are from ωB97M-V/def2-TZVPD.

Calculated values
- Multiplicity: 1
- Energy above the lowest of the compared OMol25 structures with the same formula, charge and spin: 495.62 kJ/mol
- HOMO-LUMO gap: 0.320 hartree
- Calculated total energy: -76255.14072 eV
- HOMO level: -10.4 eV
- Charge: 0

Last column: Mulliken charge in e.
Element x y z (Å)
C (-0.468, -0.409, -0.397)  0.476
C (0.186, 0.668, 0.372)  -0.877
O (-0.650, -1.627, 0.192)  -0.237
O (-1.735, -0.756, -0.001)  -0.253
Br (2.632, 0.314, -0.109)  -0.196
H (-0.283, -0.420, -1.472)  0.358
H (0.193, 0.566, 1.447)  0.357
H (0.125, 1.664, -0.031)  0.373